No. 1
DFT (ωB97M-V/def2-TZVPD) results for a 2-piece molecular cluster, C2HClF2O2 overall.

As for the structure (SMILES): O=C=C(F)Cl.OF. Its LUMO energy is -0.49 eV. As for the electronic energy: -24136.4873 eV. The calculation puts the frontier orbital gap at 0.3259 hartree. The calculation puts the max |F| at 5.028 eV/Å.

XYZ file:
```
8
Properties=species:S:1:pos:R:3:forces:R:3:lowdin_charge:R:1
O -1.8798 1.5047 1.4375 2.41 1.34 0.28 0.166
C -0.8337 2.0544 1.5872 -4.24 -2.05 -1.75 -0.225
C 0.2664 2.6389 1.8666 2.80 0.90 1.42 -0.709
F 1.2467 3.2178 1.1403 -1.18 -0.48 0.12 0.031
Cl 0.6469 2.3570 3.5432 0.23 0.27 -0.10 0.721
O 1.4766 -0.1488 0.2058 0.65 0.96 1.61 0.019
F 0.9395 -0.2830 -1.0442 -0.65 -0.33 -1.52 -0.100
H 1.6250 -1.0591 0.4704 -0.01 -0.60 -0.07 0.097
```
Positions in Å, forces in eV/Å.

No. 2
DFT (ωB97M-V/def2-TZVPD) results for one molecule with the formula C19H19N3O2.

As for the structure (SMILES): Cc1ccc(NC(=O)CCn2cnc3ccccc3c2=O)c(C)c1. Its LUMO energy is -0.07 eV. As for the electronic energy: -28565.2856 eV. The calculation puts the frontier orbital gap at 0.2997 hartree. The calculation puts the max |F| at 16.574 eV/Å.

XYZ file:
```
43
Properties=species:S:1:pos:R:3:forces:R:3:lowdin_charge:R:1
C -5.5237 -2.5283 0.1226 -2.02 -1.40 1.27 -0.071
C -4.3155 -1.5338 0.1543 -3.89 -7.14 2.08 -0.357
C -3.1854 -1.6887 0.9015 -7.82 -9.81 2.13 -0.090
C -2.2655 -0.8880 0.9936 5.75 3.26 0.69 -0.058
C -2.3785 0.1747 0.1857 0.15 5.07 -0.01 -0.222
N -1.3599 1.1315 0.2912 1.87 6.65 -0.49 0.123
C -0.1916 1.3716 1.1347 -4.61 -7.30 -2.43 -0.526
O 0.1398 0.3743 1.7008 2.06 -1.13 2.61 0.093
C 0.5907 2.4683 0.9322 5.22 4.37 -2.33 -0.021
C 1.4708 2.4266 -0.6097 -4.22 -4.02 4.12 0.005
N 2.1329 1.1570 -0.4311 -1.64 -1.50 -3.39 0.020
C 1.5901 -0.0790 -1.0520 -1.07 7.20 2.49 -0.118
N 2.1125 -1.1071 -0.8016 5.53 -7.37 0.18 0.138
C 3.5065 -1.1325 -0.4115 -1.97 0.20 0.82 -0.130
C 4.1269 -2.4196 -0.2601 -1.62 -1.47 -4.58 -0.043
C 5.4749 -2.3580 -0.1931 3.04 -6.34 4.39 -0.100
C 6.2026 -1.3555 0.4977 -4.97 -4.99 -4.38 -0.100
C 5.4773 -0.3517 0.4814 -2.13 16.37 1.45 -0.071
C 4.1976 0.0741 -0.0364 0.19 -10.40 -0.35 -0.064
C 3.3792 1.1529 0.0840 2.08 5.70 -0.22 -0.441
O 3.9431 2.2162 0.4136 -1.31 0.16 0.63 0.041
C -3.5834 0.5430 -0.4000 -0.08 1.76 -2.02 -0.130
C -3.7100 1.9466 -1.3066 -0.41 0.41 3.57 -0.047
C -4.6269 -0.4431 -0.3570 -0.80 10.49 -7.74 -0.092
H -5.4902 -3.2883 1.0439 -0.02 1.54 -2.03 0.090
H -6.6818 -1.9623 0.2255 3.71 -1.51 -0.39 0.141
H -5.5465 -3.1583 -0.8426 0.02 0.98 1.50 0.076
H -3.3786 -2.5830 1.5630 1.26 0.74 -0.49 0.149
H -1.4712 -1.0198 1.6387 1.55 -0.08 1.00 0.111
H -1.5649 2.1655 0.1285 -1.09 -2.21 -0.82 0.133
H 1.4550 2.4102 1.6397 -1.07 0.68 -0.29 0.145
H 0.0366 3.3653 0.8750 -0.34 1.37 0.52 0.102
H 0.6857 2.4671 -1.3275 -0.61 -1.02 -0.78 0.104
H 2.0756 3.1648 -0.8833 2.87 3.32 0.16 0.070
H 0.5906 -0.1050 -1.3401 -1.76 0.96 -0.90 0.115
H 3.6554 -3.4764 -0.8128 0.98 3.48 2.13 0.189
H 6.0292 -3.4343 0.0950 -1.44 2.33 -1.88 0.164
H 7.0979 -1.4671 0.7568 7.13 -0.67 2.26 0.047
H 5.9491 0.8497 0.7841 -0.77 -3.66 -0.10 0.201
H -2.8132 1.9882 -1.9493 -0.67 0.21 0.11 0.044
H -3.7018 2.9794 -0.5198 0.13 -3.05 -2.27 0.131
H -4.7029 2.0368 -1.8560 1.48 -0.43 0.62 0.060
H -5.4286 -0.0838 -1.2527 1.32 -1.74 3.17 0.188
```
Positions in Å, forces in eV/Å.

No. 3
DFT (ωB97M-V/def2-TZVPD) results for C55H61N2OP2RhSe2Te3 as an isolated structure.

Its spin multiplicity is 2. Its LUMO energy (alpha / beta) is 1.08 / 0.62 eV. As for the electronic energy: -237212.5468 eV. The calculation puts the frontier orbital gap (alpha / beta) at 0.1949 / 0.1780 hartree. The expectation value of S² is 0.884. The calculation puts the max |F| at 1.468 eV/Å. The total charge is -1.

XYZ file:
```
127
Properties=species:S:1:pos:R:3:forces:R:3:lowdin_spin:R:1
Rh -1.3921 0.6031 -1.1218 1.11 -0.25 -0.93 0.103
Se -2.0403 -1.2266 0.1891 -0.48 -0.42 0.22 -0.117
Te -3.8955 -2.3763 -0.9046 -0.37 0.97 -0.54 -0.070
Te -5.0143 0.2877 -2.1460 0.39 -0.66 0.69 0.619
Se -3.4262 1.8566 -1.2020 -1.42 0.14 -0.34 0.364
C 4.2267 -7.0346 3.2116 0.00 0.09 -0.04 0.000
C 3.6391 -5.8075 2.5639 0.01 -0.01 -0.01 0.000
C 2.6761 -5.0410 3.2040 0.00 0.00 -0.01 0.000
C 2.1509 -3.8938 2.6151 -0.02 0.16 0.06 0.000
C 1.1129 -3.1004 3.3707 0.07 -0.06 0.03 0.000
C 2.6027 -3.4748 1.3544 -0.20 0.15 -0.06 -0.001
Te 1.6596 -1.7369 0.3628 0.52 -0.65 0.18 -0.003
N 0.5268 0.1824 -0.9647 0.71 0.05 -0.56 0.009
C 0.9419 1.3293 -1.4231 -0.37 -0.47 0.39 0.010
O 0.0551 2.2431 -1.6919 -0.46 0.12 -0.19 0.009
C 2.3833 1.6513 -1.6091 0.03 0.11 0.01 0.000
C 2.8231 2.9596 -1.4347 0.02 0.03 -0.04 0.001
C 4.1714 3.2636 -1.5448 0.01 0.02 0.00 0.000
C 5.0872 2.2649 -1.8478 0.01 -0.03 -0.01 0.001
C 4.6469 0.9646 -2.0574 0.01 0.01 -0.01 0.000
C 3.3003 0.6586 -1.9356 0.00 0.01 0.00 0.001
C 2.7276 -0.1976 1.4038 -0.09 0.10 0.11 0.000
C 1.9860 0.9709 1.5849 -0.11 -0.03 0.11 0.000
C 2.5327 2.1214 2.1264 0.02 0.00 0.03 0.000
C 3.8505 2.1114 2.5494 0.03 -0.02 0.01 0.000
C 4.5828 0.9421 2.4296 -0.03 0.03 0.02 0.000
C 4.0551 -0.2178 1.8596 0.05 -0.03 -0.06 0.000
C 4.9622 -1.4132 1.7574 -0.05 0.04 -0.04 0.000
C 3.5553 -4.2613 0.6889 -0.01 0.02 -0.03 0.000
C 4.0823 -3.9375 -0.6904 0.00 -0.02 0.07 0.000
C 4.0609 -5.4032 1.3060 0.01 -0.02 0.02 0.000
H 3.6622 -7.3203 4.0990 0.00 -0.02 0.00 0.000
H 5.2608 -6.8518 3.5133 0.00 -0.03 0.02 0.000
H 4.2309 -7.8766 2.5176 0.00 -0.02 0.03 0.000
H 2.3250 -5.3389 4.1877 -0.01 -0.01 -0.01 0.000
H 0.8973 -3.5604 4.3368 0.03 0.00 0.01 0.000
H 0.1830 -3.0356 2.8034 -0.01 0.07 0.00 0.000
H 1.4605 -2.0791 3.5422 -0.05 0.00 0.00 0.000
H 2.0980 3.7299 -1.2033 -0.02 -0.03 0.02 0.000
H 4.5118 4.2802 -1.3887 0.00 0.00 0.01 0.000
H 6.1426 2.4978 -1.9238 0.00 0.02 -0.01 0.000
H 5.3538 0.1851 -2.3165 0.01 0.00 0.01 0.000
H 2.9442 -0.3482 -2.1000 -0.01 -0.01 0.07 0.000
H 0.9484 0.9843 1.2850 0.01 -0.02 -0.02 0.000
H 1.9250 3.0151 2.2127 -0.02 -0.02 0.02 0.000
H 4.3065 2.9974 2.9746 -0.01 0.00 0.00 0.000
H 5.6096 0.9207 2.7785 0.01 -0.01 -0.02 0.000
H 5.9373 -1.1808 2.1867 0.02 0.01 -0.04 0.000
H 5.1066 -1.7039 0.7147 -0.03 -0.05 -0.02 0.000
H 4.5525 -2.2736 2.2827 0.04 -0.02 -0.01 0.000
H 3.8894 -2.9028 -0.9622 0.01 0.00 -0.03 0.000
H 3.6011 -4.5743 -1.4381 0.00 0.03 -0.02 0.000
H 5.1578 -4.1225 -0.7424 -0.01 -0.03 0.00 0.000
H 4.8157 -5.9902 0.7885 -0.02 0.00 -0.01 0.000
C -1.6455 1.7419 5.9859 0.06 -0.09 0.01 0.000
C -1.4721 0.6244 4.9589 -0.10 0.06 -0.16 -0.001
C -1.7053 -0.7387 5.6167 -0.01 0.05 -0.04 0.000
C -0.0340 0.6735 4.4224 -0.06 -0.06 -0.01 0.000
P -2.5054 0.6756 3.3721 0.13 -0.06 0.15 -0.003
C -2.2623 2.4168 2.8342 0.01 -0.03 -0.02 0.001
C -2.6941 3.5640 3.5041 0.02 0.06 -0.09 0.000
C -2.4070 4.8306 3.0154 -0.07 0.02 0.09 0.000
C -1.6873 4.9840 1.8396 0.03 -0.02 -0.06 0.000
C -1.2577 3.8601 1.1516 0.03 0.14 -0.03 0.001
C -1.5459 2.5968 1.6509 0.12 0.26 -0.18 0.002
C -4.3557 0.5080 3.7303 0.18 0.09 0.01 0.000
C -4.9487 1.1885 4.9627 0.00 -0.10 -0.09 0.000
C -5.0276 1.0278 2.4534 0.04 -0.06 -0.03 0.002
C -4.6202 -1.0022 3.8235 0.03 0.02 -0.08 0.000
H -1.0005 1.5328 6.8467 0.00 0.03 0.01 0.000
H -2.6690 1.8238 6.3494 -0.01 0.01 0.02 0.000
H -1.3428 2.7043 5.5744 -0.01 0.02 0.01 0.000
H -0.8994 -0.9496 6.3263 -0.01 0.02 0.02 0.000
H -1.7132 -1.5354 4.8689 0.01 -0.03 0.03 0.000
H -2.6499 -0.7639 6.1637 -0.01 -0.03 -0.01 0.000
H 0.6832 0.5131 5.2339 -0.02 0.01 0.03 0.000
H 0.1846 1.6415 3.9688 0.02 0.00 -0.02 0.000
H 0.1274 -0.0958 3.6631 0.05 0.02 0.03 0.000
H -3.2580 3.4765 4.4206 0.00 -0.02 0.05 0.000
H -2.7471 5.7044 3.5590 -0.02 -0.01 0.00 0.000
H -1.4728 5.9744 1.4574 0.01 0.00 0.00 0.000
H -0.7121 3.9497 0.2187 0.01 -0.05 0.00 0.000
H -1.1921 1.7577 1.0585 -0.04 -0.26 0.32 -0.001
H -4.8599 2.2727 4.9238 0.00 0.04 0.01 0.000
H -4.4824 0.8291 5.8804 -0.02 0.01 0.03 0.000
H -6.0153 0.9442 5.0191 -0.01 0.04 0.02 0.000
H -4.8612 2.0956 2.3080 -0.03 0.01 0.00 0.001
H -6.1064 0.8473 2.4932 0.00 -0.03 0.04 0.000
H -4.6308 0.5057 1.5775 -0.02 0.04 -0.03 0.001
H -4.2622 -1.4177 4.7657 -0.01 -0.03 0.00 0.000
H -4.1278 -1.5301 3.0041 -0.03 -0.02 -0.01 0.000
H -5.6954 -1.1932 3.7518 -0.01 0.01 0.04 0.000
N -2.0002 -0.4811 -2.7768 0.02 0.67 0.96 0.038
P -1.6017 0.0301 -4.1957 0.50 0.18 -0.23 0.007
C -1.6722 1.8090 -4.6046 -0.02 -0.14 0.07 0.004
C -2.8996 2.3862 -4.9280 0.07 0.01 -0.03 0.006
C -2.9944 3.7517 -5.1420 -0.09 -0.01 0.01 0.001
C -1.8678 4.5527 -5.0120 0.03 0.01 0.05 0.000
C -0.6517 3.9888 -4.6562 0.00 0.04 -0.03 0.000
C -0.5513 2.6200 -4.4570 -0.03 -0.03 -0.14 0.001
C 0.0852 -0.4728 -4.7007 -0.03 0.13 0.01 0.002
C 0.7125 -0.0443 -5.8687 0.04 -0.05 0.06 0.000
C 1.9977 -0.4726 -6.1627 -0.01 0.02 -0.07 0.000
C 2.6576 -1.3368 -5.2975 0.00 -0.03 0.01 0.000
C 2.0313 -1.7769 -4.1408 0.02 -0.04 -0.11 0.000
C 0.7469 -1.3428 -3.8407 -0.03 -0.03 0.03 0.001
C -2.6749 -0.7650 -5.4349 0.01 -0.07 0.26 0.001
C -2.7523 -0.3420 -6.7577 0.01 -0.06 0.02 -0.001
C -3.5591 -1.0258 -7.6555 0.03 0.02 -0.04 0.001
C -4.2886 -2.1299 -7.2360 -0.02 -0.02 -0.04 0.000
C -4.2203 -2.5484 -5.9145 0.04 0.03 -0.01 0.001
C -3.4127 -1.8677 -5.0140 -0.07 -0.02 -0.03 0.005
H -3.7774 1.7572 -5.0195 -0.03 0.03 0.02 0.003
H -3.9504 4.1944 -5.3934 0.01 -0.01 -0.02 0.000
H -1.9415 5.6204 -5.1797 -0.01 0.01 0.03 0.000
H 0.2198 4.6165 -4.5189 0.02 -0.02 -0.03 0.000
H 0.3994 2.1833 -4.1872 0.00 0.03 0.04 0.000
H 0.2010 0.6349 -6.5410 0.03 0.03 0.00 0.000
H 2.4894 -0.1310 -7.0655 0.00 0.00 0.00 0.000
H 3.6636 -1.6652 -5.5297 0.00 0.00 0.01 0.000
H 2.5453 -2.4558 -3.4704 -0.02 0.02 0.05 0.000
H 0.2458 -1.6534 -2.9309 0.02 0.02 0.01 0.000
H -2.1921 0.5254 -7.0853 -0.01 0.00 -0.01 0.000
H -3.6181 -0.6963 -8.6856 0.00 0.00 0.00 0.000
H -4.9077 -2.6653 -7.9457 -0.02 0.01 0.02 0.000
H -4.7932 -3.4057 -5.5838 0.00 0.00 0.00 0.000
H -3.3473 -2.1694 -3.9739 0.01 0.00 -0.01 0.001
```
Positions in Å, forces in eV/Å.

No. 4
DFT (ωB97M-V/def2-TZVPD) results for one molecule with the formula C3H5N.

As for the structure (SMILES): C#CCN. Its LUMO energy is 0.95 eV. As for the electronic energy: -4677.8642 eV. The calculation puts the frontier orbital gap at 0.3795 hartree. The calculation puts the max |F| at 4.524 eV/Å.

XYZ file:
```
9
Properties=species:S:1:pos:R:3:forces:R:3:lowdin_charge:R:1
C -2.1022 -0.2570 -0.0252 -0.65 -0.37 0.03 0.066
C -1.0066 0.2140 0.1126 1.72 1.72 0.16 -0.153
C 0.4815 0.6623 0.0068 -0.35 -0.15 -1.63 -0.317
N 1.0813 -0.7271 -0.0244 0.75 0.76 4.40 -0.089
H -3.0652 -0.7477 -0.1684 0.85 0.54 0.22 0.033
H 0.9943 1.6867 0.5350 -1.73 -3.25 -0.59 0.160
H 0.6021 0.8590 -1.0396 -0.39 1.14 -0.71 0.064
H 0.9756 -0.8294 1.1254 1.70 -1.16 -3.91 0.138
H 2.0392 -0.8609 -0.5223 -1.89 0.78 2.05 0.099
```
Positions in Å, forces in eV/Å.

Calculated energy above the lowest of the compared OMol25 structures with the same formula, charge and spin (kJ/mol), listed in the same order as above: 595.1; 1300.7; 77.3; 385.3